A gas-phase ion, C3H10N3 (charge +1) in a non-equilibrium geometry, computed with ωB97M-V/def2-TZVPD.

## Properties
LUMO level: -0.13598 hartree
Energy: -284.2504 Ha
Kohn-Sham gap: 10.48 eV
Net charge: +1

Geometry as XYZ:
```
16
Properties=species:S:1:pos:R:3:forces:R:3:lowdin_charge:R:1
C 1.784157 0.968767 -0.145613 1.422 0.484 -2.393 -0.111
C 1.334101 -0.323265 0.425036 -1.118 -0.246 0.851 -0.181
C -0.117258 -0.512356 -0.014037 -1.311 2.956 3.095 -0.396
N -0.386356 -1.330249 -0.981960 1.967 -0.645 0.041 0.228
N -0.908082 0.349337 0.625271 3.469 -0.164 0.877 0.021
N -2.316891 0.359022 0.569179 2.047 1.001 -2.655 0.201
H 1.594450 1.897257 0.373729 -0.002 -0.244 0.750 0.084
H 2.869424 0.821208 -0.337916 -0.691 0.824 -0.211 0.103
H 1.202481 1.075116 -1.057133 0.722 0.458 -0.782 0.075
H 1.975329 -1.176560 0.110456 -0.498 0.559 0.500 0.137
H 1.368765 -0.030005 1.475632 -0.206 -1.567 0.347 0.124
H 0.466899 -1.692965 -1.342225 0.011 -0.951 -0.914 0.127
H -1.239778 -1.524759 -1.387123 -1.789 -0.459 -0.983 0.101
H -2.551058 0.210218 -0.400008 -1.446 0.070 -0.363 0.164
H -2.560544 1.276296 0.923917 -0.589 0.072 0.005 0.185
H -2.515640 -0.367067 1.162801 -1.988 -2.149 1.837 0.139
```
Positions in Å, forces in eV/Å.

3 unconnected molecules or ions with the total composition C3H10N3 in a non-equilibrium geometry, computed with ωB97M-V/def2-TZVPD.

## Properties
LUMO level: -0.14901 hartree
Energy: -284.2462 Ha
Kohn-Sham gap: 10.18 eV
Net charge: +1

Geometry as XYZ:
```
16
Properties=species:S:1:pos:R:3:forces:R:3:lowdin_charge:R:1
C -0.744572 -2.227722 -0.582085 -0.038 0.024 -0.180 -0.327
C 1.999755 1.700000 -0.379962 2.142 0.755 3.226 -0.022
C 0.372060 1.697696 1.449536 2.664 2.191 -0.014 0.141
N -0.237960 -1.206440 -0.422970 0.226 0.414 0.168 0.141
N -1.351019 -3.359450 -0.807040 -0.754 -1.523 0.964 0.146
N 0.910324 1.225829 0.381586 -5.003 -2.518 1.608 -0.064
H -2.350393 -0.115407 -0.041920 -0.053 0.042 0.006 -0.010
H 2.577775 2.514153 0.135044 -0.920 -0.485 -0.577 0.134
H 2.676543 0.900128 -0.489970 0.809 -1.032 -0.540 0.097
H 1.548075 1.952478 -1.245951 -0.694 1.230 -3.234 0.075
H -2.955514 0.312220 -0.052014 -0.090 0.066 0.024 0.045
H -0.564968 1.441478 1.934616 0.100 -0.768 -0.561 0.109
H 0.946423 2.550595 1.945623 -0.882 -1.093 -0.629 0.136
H -1.669362 -3.980048 -0.032108 0.544 1.038 -0.922 0.153
H -1.438182 -3.745519 -1.734941 0.128 0.245 -0.022 0.126
H 0.281013 0.340008 -0.057445 1.821 1.415 0.682 0.120
```
Positions in Å, forces in eV/Å.

A gas-phase ion, C3H10N3 (charge +1) in a non-equilibrium geometry, computed with ωB97M-V/def2-TZVPD.

## Properties
LUMO level: -0.15043 hartree
Energy: -284.2079 Ha
Kohn-Sham gap: 9.94 eV
Net charge: +1

Geometry as XYZ:
```
16
Properties=species:S:1:pos:R:3:forces:R:3:lowdin_charge:R:1
H 1.662183 0.974593 -1.500807 -0.967 -1.001 -0.448 0.067
N 1.047076 0.185354 -1.849335 -1.978 -0.894 4.107 0.166
C 0.276554 -0.309013 -0.853030 3.705 2.042 -3.332 -0.413
C -0.608070 -1.468079 -1.099745 -1.161 -0.567 -3.704 -0.064
N 0.335329 0.130608 0.478408 -0.221 -1.405 -0.052 -0.159
C 1.020609 1.306160 0.929561 0.467 -0.581 -0.516 -0.024
N -0.960690 -0.038587 1.088881 -0.975 0.072 -0.005 0.183
H -1.691249 -1.168057 -1.365145 1.448 -0.365 0.235 0.132
H -0.206379 -2.014426 -2.038225 -0.803 1.204 1.270 0.149
H -0.634270 -2.274294 -0.414163 0.194 -0.560 1.335 0.078
H 0.954514 1.236905 1.974543 -0.454 0.874 1.611 0.085
H 2.087010 1.309487 0.801651 0.551 -0.782 -0.596 0.109
H 0.688891 2.170025 0.419996 -0.803 1.362 0.010 0.097
H -1.555723 0.718073 0.774908 -0.358 1.041 0.132 0.160
H -0.951861 0.076037 2.193824 -0.002 -1.330 -2.703 0.247
H -1.463923 -0.834787 0.458677 1.356 0.892 2.658 0.186
```
Positions in Å, forces in eV/Å.

A gas-phase ion, C3H10N3 (charge +1) in a non-equilibrium geometry, computed with ωB97M-V/def2-TZVPD.

## Properties
LUMO level (alpha / beta): -0.11657 / -0.25235 hartree
2S+1: 3
Energy: -284.0879 Ha
Kohn-Sham gap (alpha / beta): 6.35 / 8.92 eV
Net charge: +1
⟨S²⟩: 2.007

Geometry as XYZ:
```
16
Properties=species:S:1:pos:R:3:forces:R:3:lowdin_spin:R:1
C -1.332704 -1.270154 -1.117946 -1.216 -5.309 -1.503 0.565
C 1.872362 1.202054 1.557544 0.507 -3.795 -1.856 0.001
C 0.963274 1.118488 0.327345 -1.741 -0.779 0.049 0.007
N -1.045143 -0.138250 -0.596270 3.213 7.736 3.628 0.757
N -2.441406 -1.264753 -1.872641 -0.559 -0.867 -0.484 0.530
N 0.115308 -0.205861 0.448167 -0.985 -0.750 -1.045 0.048
H -0.727725 -2.070460 -1.059130 1.901 -2.802 -0.332 0.048
H 1.509900 1.641842 2.411817 -1.400 1.291 1.677 0.000
H 2.018391 0.074464 1.860200 0.533 2.123 -0.418 0.000
H 2.794661 1.679068 1.299699 0.671 -0.052 -0.097 0.000
H 1.447544 1.059312 -0.682336 -0.356 0.199 1.140 0.001
H 0.089491 1.790215 0.335171 0.924 0.453 -0.331 0.000
H -2.680075 -2.000321 -2.512205 -0.015 -0.421 0.093 0.011
H -2.859451 -0.406309 -2.046988 -1.026 1.854 -0.358 0.013
H 0.775065 -1.095132 0.330524 -2.068 1.977 0.704 0.004
H -0.499493 -0.114203 1.317051 1.615 -0.857 -0.863 0.014
```
Positions in Å, forces in eV/Å.